1.
# C2H4ClNO

A single C2H4ClNO molecule (ωB97M-V with the def2-TZVPD basis set, the OMol25 dataset).

The geometry in ORCA input format:
```
! wB97M-V def2-TZVPD RIJCOSX def2/J DEFGRID3
* xyz 0 1
N 0.46 1.37 -0.14
C 0.62 0.04 -0.17
O 1.72 -0.69 -0.20
C -0.59 -1.04 0.03
Cl -2.02 0.05 -0.15
H -0.47 1.82 0.10
H 1.27 1.86 0.40
H -0.34 -1.73 0.96
H -0.66 -1.69 -0.83
*
```

Computed properties:
- frontier orbital gap (eV) = 10.23
- ΔE to the lowest compared entry with this formula, charge and spin (eV) = 1.3256
- highest occupied orbital energy (hartree) = -0.354
- E_tot (Ha) = -668.75543
- SMILES string = NC(=O)CCl
- LUMO energy (hartree) = 0.022

From a Löwdin analysis of the wavefunction, the atomic charges in e read: 0.075, -0.520, -0.082, -0.445, 0.537, 0.082, 0.168, 0.134, 0.051

2.
# C14H14BrClNO4Pd

A molecular structure, C14H14BrClNO4Pd (ωB97M-V with the def2-TZVPD basis set, the OMol25 dataset).

The geometry in ORCA input format:
```
! wB97M-V def2-TZVPD RIJCOSX def2/J DEFGRID3
* xyz 1 1
Pd 0.01 -0.20 -0.18
O -2.36 0.16 5.48
C -1.89 0.03 4.24
C -2.22 -1.04 3.39
C -1.67 -1.07 2.14
N -0.83 -0.13 1.68
C -0.53 0.89 2.50
Br 0.64 2.20 1.82
C -1.02 1.01 3.77
H -2.95 -0.56 5.72
H -2.89 -1.82 3.71
H -1.89 -1.88 1.45
H -0.75 1.84 4.40
Cl 5.74 -2.60 -3.85
C 4.28 -1.89 -3.24
C 3.56 -0.99 -4.05
C 2.41 -0.41 -3.60
C 1.90 -0.69 -2.31
O 0.81 -0.08 -1.95
C 2.63 -1.60 -1.50
C 2.22 -2.02 -0.21
O 1.23 -1.64 0.45
C 3.82 -2.19 -2.00
H 3.94 -0.76 -5.04
H 1.86 0.29 -4.22
H 2.82 -2.80 0.26
H 4.37 -2.89 -1.38
C -2.89 2.66 -1.93
C -1.69 2.24 -1.12
O -1.61 0.78 -1.04
H -2.95 3.75 -1.95
H -3.81 2.27 -1.49
H -2.82 2.31 -2.96
H -1.75 2.57 -0.09
H -0.75 2.61 -1.55
H -1.59 0.44 -1.95
*
```

Computed properties:
- frontier orbital gap (eV) = 7.74
- ΔE to the lowest compared entry with this formula, charge and spin (eV) = 0.1572
- highest occupied orbital energy (hartree) = -0.410
- E_tot (Ha) = -4059.48683
- LUMO energy (hartree) = -0.126

From a Löwdin analysis of the wavefunction, the atomic charges in e read: 1.027, 0.126, -0.290, 0.030, -0.085, -0.122, -0.705, 0.853, -0.015, 0.133, 0.130, 0.129, 0.129, 0.701, -0.665, -0.058, 0.009, -0.310, -0.179, -0.127, -0.135, -0.109, -0.051, 0.119, 0.125, 0.148, 0.122, -0.062, -0.264, -0.189, 0.091, 0.088, 0.087, 0.094, 0.121, 0.105

3.
# C18H21CaCl3GeN8O7SbSe4

A molecular structure, C18H21CaCl3GeN8O7SbSe4 (ωB97M-V with the def2-TZVPD basis set, the OMol25 dataset).

The geometry in ORCA input format:
```
! wB97M-V def2-TZVPD RIJCOSX def2/J DEFGRID3
* xyz -2 2
Ca 0.00 -0.04 0.11
C -1.66 0.51 4.53
O -2.80 -0.28 4.26
C -3.48 -0.06 3.08
C -4.85 0.03 3.19
C -5.67 0.13 2.06
C -5.06 0.13 0.83
C -3.67 0.05 0.68
C -3.20 0.00 -0.71
N -2.00 -0.03 -1.12
N -1.89 -0.13 -2.52
C -0.64 -0.12 -2.91
O 0.39 0.00 -2.16
C -0.42 -0.31 -4.38
C -1.44 -0.76 -5.22
C -1.20 -0.93 -6.57
C 0.06 -0.67 -7.11
C 1.08 -0.22 -6.27
C 0.84 -0.05 -4.92
C -2.82 -0.04 1.82
O -1.53 -0.10 1.75
H -1.65 0.71 5.60
H -1.69 1.46 3.99
H -0.74 -0.03 4.28
H -5.27 0.00 4.19
H -6.74 0.20 2.16
H -5.66 0.19 -0.08
H -3.98 -0.01 -1.48
H -2.41 -0.95 -4.79
H -1.99 -1.29 -7.22
H 0.24 -0.81 -8.17
H 2.06 0.00 -6.68
H 1.62 0.29 -4.26
N 3.47 -0.07 0.52
N 3.97 -1.27 -0.05
C 3.07 -2.17 -0.50
N 3.55 -3.24 -1.16
N 1.80 -1.91 -0.24
N 0.85 -2.80 -0.62
O -0.26 -2.52 -0.18
O 1.05 -3.75 -1.34
H 4.28 0.54 0.60
H 3.15 -0.31 1.45
H 4.79 -1.13 -0.62
H 4.47 -3.55 -0.89
H 2.85 -3.95 -1.35
N 0.94 1.22 2.29
C 0.65 2.66 2.29
C -0.27 3.07 1.14
O -1.12 3.91 1.28
O -0.07 2.41 0.01
H 0.09 0.73 2.60
H 1.66 0.98 2.96
H 1.60 3.19 2.15
H 0.20 3.02 3.23
Se 4.12 2.78 -4.66
Sb 4.07 2.01 -2.42
Se 6.08 1.24 -1.34
Se 2.56 4.44 -0.69
Se 1.86 2.36 -0.97
Cl 2.15 -4.59 5.01
Ge 1.14 -3.50 3.25
Cl 2.53 -4.35 1.57
Cl 2.31 -1.51 3.49
*
```

Computed properties:
- <S²> = 0.7568
- frontier orbital gap (alpha / beta) (eV) = 5.35 / 4.63
- ΔE to the lowest compared entry with this formula, charge and spin (eV) = 0.8423
- highest occupied orbital energy (alpha / beta) (hartree) = -0.101 / -0.101
- E_tot (Ha) = -15644.64596
- LUMO energy (alpha / beta) (hartree) = 0.096 / 0.070

From a Löwdin analysis of the wavefunction, the atomic charges in e read: 1.311, -0.087, -0.097, -0.220, -0.036, -0.127, -0.088, -0.127, -0.092, -0.089, 0.054, -0.495, -0.262, -0.136, -0.041, -0.107, -0.118, -0.091, -0.028, -0.295, -0.232, 0.084, 0.093, 0.069, 0.107, 0.081, 0.095, 0.110, 0.099, 0.089, 0.087, 0.094, 0.080, -0.001, 0.000, -0.482, 0.156, 0.065, -0.449, -0.039, 0.028, -0.002, -0.014, 0.060, 0.105, 0.060, -0.041, -0.187, -0.659, 0.073, -0.448, 0.011, 0.014, 0.094, 0.110, -0.163, 0.108, -0.121, 0.177, 0.302, -0.242, -0.003, -0.089, -0.106

4.
# C19H20N2O7S

2 unconnected molecules or ions with the total composition C19H20N2O7S (ωB97M-V with the def2-TZVPD basis set, the OMol25 dataset).

The geometry in ORCA input format:
```
! wB97M-V def2-TZVPD RIJCOSX def2/J DEFGRID3
* xyz 0 1
N 0.32 2.94 0.65
C -0.78 3.18 -0.41
C -2.15 2.32 -0.11
O -2.40 2.20 1.36
C -2.25 0.90 -0.92
C -0.86 0.04 -1.00
C 0.24 0.47 -2.18
C 1.68 -0.29 -2.40
C 2.10 -1.57 -1.41
C 3.55 -2.26 -1.71
S 4.74 -2.29 -0.26
O 4.29 -1.22 0.77
O 6.19 -2.03 -0.81
C 1.02 -2.03 -0.26
C -0.44 -1.23 -0.05
C -1.44 -1.79 1.12
O -2.77 -1.66 1.15
C -0.76 -2.64 2.37
C -1.49 -2.78 3.87
C -0.72 -3.71 5.03
C 0.71 -4.49 4.80
C 1.43 -4.34 3.32
C 0.67 -3.43 2.19
C 1.38 -3.32 0.69
O 2.19 -4.33 0.35
H -0.02 3.53 1.47
H 1.15 3.49 0.29
H -0.38 3.10 -1.51
H -1.08 4.33 -0.26
H -3.05 3.00 -0.52
H -3.40 2.39 1.45
H -3.18 0.32 -0.50
H -2.53 1.18 -2.05
H -0.05 1.37 -2.90
H 2.41 0.07 -3.28
H 4.03 -1.72 -2.63
H 3.34 -3.39 -2.02
H 4.78 -3.60 0.31
H -2.50 -2.26 4.13
H -1.23 -3.86 6.10
H 1.25 -5.16 5.59
H 2.46 -4.88 3.12
C -2.61 5.35 -3.80
N -2.01 4.70 -2.61
O -2.19 5.24 -1.51
O -1.36 3.67 -2.81
H -3.15 6.25 -3.48
H -1.80 5.61 -4.48
H -3.30 4.63 -4.26
*
```

Computed properties:
- frontier orbital gap (eV) = 6.89
- ΔE to the lowest compared entry with this formula, charge and spin (eV) = 26.0923
- highest occupied orbital energy (hartree) = -0.313
- E_tot (Ha) = -1769.47521
- SMILES string = NC[C@H](O)Cc1ccc(C[SH](=O)=O)c2c1C(=O)c1ccccc1C2=O.C[N+](=O)[O-]
- LUMO energy (hartree) = -0.060

From a Löwdin analysis of the wavefunction, the atomic charges in e read: -0.042, -0.238, -0.300, -0.106, -0.110, -0.030, 0.011, 0.013, -0.100, -0.250, 0.793, -0.416, -0.462, 0.031, 0.037, -0.186, -0.041, -0.010, 0.020, -0.055, -0.053, 0.010, -0.031, -0.192, -0.080, 0.070, 0.072, 0.083, 0.110, 0.141, 0.122, 0.119, 0.124, 0.091, 0.105, 0.115, 0.127, 0.098, 0.097, 0.090, 0.089, 0.102, 0.056, -0.367, 0.042, -0.008, 0.100, 0.105, 0.106

5.
# C2H4N2O2

2 unconnected molecules or ions with the total composition C2H4N2O2 (ωB97M-V with the def2-TZVPD basis set, the OMol25 dataset).

The geometry in ORCA input format:
```
! wB97M-V def2-TZVPD RIJCOSX def2/J DEFGRID3
* xyz 0 1
C -0.10 0.89 0.07
C 0.50 0.22 1.28
N -0.76 -1.19 -1.13
N -0.12 0.02 -1.02
O -0.39 2.05 -0.03
O -1.18 -0.14 -1.93
H -0.21 0.33 2.10
H 1.41 0.74 1.56
H 0.70 -0.83 1.10
H 0.15 -2.08 -2.01
*
```

Computed properties:
- frontier orbital gap (eV) = 9.93
- ΔE to the lowest compared entry with this formula, charge and spin (eV) = 8.1193
- highest occupied orbital energy (hartree) = -0.372
- E_tot (Ha) = -338.35482
- LUMO energy (hartree) = -0.007

From a Löwdin analysis of the wavefunction, the atomic charges in e read: -0.490, 0.009, 0.003, -0.111, 0.122, -0.034, 0.093, 0.091, 0.077, 0.239

6.
# C5H12O3

A molecular structure, C5H12O3 (ωB97M-V with the def2-TZVPD basis set, the OMol25 dataset).

The geometry in ORCA input format:
```
! wB97M-V def2-TZVPD RIJCOSX def2/J DEFGRID3
* xyz 0 1
C -0.85 0.79 -0.10
C -0.61 0.99 -1.58
C -2.21 0.21 0.22
C 0.33 -0.75 0.95
O 0.37 -1.79 0.04
O -0.05 -0.87 2.10
H 0.64 -2.62 0.45
H -0.70 1.71 0.47
H -2.31 -0.02 1.29
H -3.00 0.92 -0.04
H -0.68 0.04 -2.10
H 0.37 1.42 -1.79
H -1.36 1.67 -2.00
H -2.38 -0.72 -0.33
C 2.06 -0.10 0.81
O 2.68 -0.42 -0.37
H 2.68 -1.16 -1.00
H 2.41 -0.67 1.67
H 2.14 0.97 1.01
H 0.47 0.39 0.30
*
```

Computed properties:
- frontier orbital gap (eV) = 8.63
- ΔE to the lowest compared entry with this formula, charge and spin (eV) = 5.1766
- highest occupied orbital energy (hartree) = -0.297
- E_tot (Ha) = -423.26360
- LUMO energy (hartree) = 0.020

From a Löwdin analysis of the wavefunction, the atomic charges in e read: -0.277, -0.097, -0.090, -0.613, 0.035, 0.027, 0.129, 0.125, 0.076, 0.086, 0.081, 0.076, 0.079, 0.085, -0.145, -0.063, 0.110, 0.111, 0.120, 0.146

7.
# C3H2ClF3

A single C3H2ClF3 molecule (ωB97M-V with the def2-TZVPD basis set, the OMol25 dataset).

The geometry in ORCA input format:
```
! wB97M-V def2-TZVPD RIJCOSX def2/J DEFGRID3
* xyz 0 1
F 1.32 -0.67 -1.38
C 1.19 -0.18 -0.09
C -0.08 0.55 0.09
F -0.08 1.94 0.01
C -1.41 0.00 0.16
F -2.35 0.92 0.27
Cl -1.94 -1.59 0.45
H 2.15 0.20 0.11
H 1.20 -1.17 0.39
*
```

Computed properties:
- frontier orbital gap (eV) = 10.06
- ΔE to the lowest compared entry with this formula, charge and spin (eV) = 1.0847
- highest occupied orbital energy (hartree) = -0.354
- E_tot (Ha) = -875.22962
- SMILES string = FC/C(F)=C(/F)Cl
- LUMO energy (hartree) = 0.015

From a Löwdin analysis of the wavefunction, the atomic charges in e read: -0.066, -0.146, -0.175, 0.033, -0.668, 0.037, 0.750, 0.113, 0.123

8.
# C4H28N2O9

9 unconnected molecules or ions with the total composition C4H28N2O9 (ωB97M-V with the def2-TZVPD basis set, the OMol25 dataset).

The geometry in ORCA input format:
```
! wB97M-V def2-TZVPD RIJCOSX def2/J DEFGRID3
* xyz 0 1
C 0.01 2.28 -2.33
C 0.56 1.29 -1.30
O 2.01 1.35 -1.35
C -0.01 1.31 0.23
N 0.72 0.30 0.92
C 0.38 0.12 2.42
N -0.97 -0.42 2.67
H 0.37 3.46 -2.30
H -1.05 2.31 -2.05
H 0.24 1.94 -3.35
H 0.33 0.19 -1.53
H 2.48 2.13 -1.26
H -0.01 2.18 0.88
H -1.11 1.12 0.15
H 0.72 -0.69 0.44
H 1.22 -0.47 2.77
H 0.44 1.07 3.00
H -0.97 -1.39 2.56
H -1.27 -0.27 3.66
O 1.71 -1.83 -2.63
H 1.53 -1.82 -1.80
H 0.97 -1.37 -2.96
O -1.81 3.88 0.34
H -2.38 3.16 0.49
H -1.32 3.77 -0.38
O -1.80 -1.05 -0.36
H -1.18 -1.87 -0.56
H -1.35 -0.84 0.50
O -2.06 -0.38 -2.84
H -2.13 -0.21 -1.99
H -1.03 -0.78 -2.95
O -3.44 1.97 0.30
H -3.28 1.42 -0.49
H -2.85 1.67 1.13
O -0.46 -2.91 0.98
H -1.16 -3.41 1.53
H 0.47 -3.09 1.36
O 3.44 -2.19 0.26
H 3.51 -1.78 -0.58
H 3.85 -1.62 0.91
O 2.08 -3.07 2.15
H 2.21 -2.12 2.06
H 2.40 -3.32 1.30
*
```

Computed properties:
- frontier orbital gap (eV) = 9.31
- ΔE to the lowest compared entry with this formula, charge and spin (eV) = 6.3914
- highest occupied orbital energy (hartree) = -0.342
- E_tot (Ha) = -955.69210
- SMILES string = C[C@@H](O)CNCN.O.O.O.O.O.O.O.O
- LUMO energy (hartree) = 0.000

From a Löwdin analysis of the wavefunction, the atomic charges in e read: -0.056, -0.354, -0.053, -0.219, -0.078, -0.237, 0.021, 0.143, 0.054, 0.082, 0.101, 0.055, 0.107, 0.068, 0.125, 0.082, 0.123, 0.005, 0.098, 0.066, -0.100, 0.016, 0.006, -0.067, -0.078, -0.137, 0.096, -0.005, -0.060, -0.133, 0.134, -0.087, 0.059, 0.134, -0.133, 0.113, 0.045, -0.020, 0.038, 0.069, -0.045, 0.016, 0.008